150
Properties=species:S:1:pos:R:3 method="wB97M-V/def2-TZVPD" relative_energy_ev=6.259 e_homo_ev="-3.8 / -3.8" lumo_ha="0.00466 / 0.00463" total_charge=-1
Ti 0.055 0.080 -0.787
Cl 0.183 -2.063 -1.579
Cl -0.156 3.934 -4.341
S -0.586 2.027 -1.948
S 1.908 2.184 0.458
P 1.838 -1.213 2.272
P -2.170 -0.545 -2.164
P -1.473 1.763 1.422
P 2.510 -0.145 -1.779
Si -1.059 -1.284 1.049
O 1.152 0.859 0.424
O 2.264 2.520 1.810
O 1.132 3.192 -0.222
C 1.753 -2.033 6.290
C 4.980 -1.454 -0.381
C 3.605 -2.293 4.251
C -5.285 4.176 0.491
C 1.194 -2.884 1.804
C 6.550 1.992 -0.089
C -5.027 2.500 -4.140
C 1.911 -4.060 1.988
C -5.175 -1.788 1.310
C 1.351 -5.279 1.655
C 3.348 -1.631 -2.504
C -2.314 -0.924 5.058
C -3.407 0.585 -2.937
C 3.900 -2.755 5.520
C 3.625 -4.028 -2.645
C 5.170 -0.012 -0.727
C -0.725 1.411 -3.579
C 4.328 2.977 -0.026
C -4.809 1.282 -4.761
C 2.366 -1.722 3.978
C 4.528 -3.878 -3.683
C 2.078 0.208 -4.517
C -3.005 2.716 1.122
C 0.314 2.260 3.443
C -4.043 4.602 0.043
C 2.971 -2.642 6.540
C -1.114 0.080 -3.812
C 2.665 2.152 -5.789
C 3.823 0.669 -0.872
C -2.910 3.865 0.333
C -1.561 -0.641 2.785
C 4.103 -1.843 0.573
C -3.813 -1.958 1.457
C -3.683 1.785 -2.291
C 4.087 0.201 2.016
C -0.673 -4.170 1.017
C -1.972 0.687 2.831
C 2.988 2.816 -4.620
C -4.770 -0.649 -0.752
C -4.475 2.743 -2.893
C 5.206 0.858 1.637
C 3.525 1.894 -0.297
C -3.398 -0.881 -0.648
C 4.866 -2.604 -4.105
C 2.190 0.851 -5.735
C -4.003 0.331 -4.166
C -3.359 -4.605 -4.183
C 0.787 4.346 4.515
C -5.651 -1.083 0.219
C 1.457 -1.572 5.019
C 0.981 2.979 4.413
C -0.580 2.890 2.576
C -2.752 0.392 5.083
C -1.703 -2.938 -3.673
C -2.908 -1.487 0.508
C -5.391 2.999 1.213
C 3.050 -2.918 -2.058
C -2.625 -2.176 -2.955
C -0.634 1.841 -5.961
C -4.259 2.270 1.527
C -1.726 -1.434 3.915
C 2.897 2.168 -3.400
C 5.733 3.051 -0.238
C -2.562 1.202 3.980
C 3.476 -0.975 1.504
C -2.062 -4.136 -4.266
C -4.296 -3.845 -3.507
C 6.018 0.674 0.387
C -0.523 2.275 -4.656
C 4.276 -1.492 -3.533
C 0.058 -5.335 1.160
C -3.934 -2.651 -2.908
C -1.198 -0.341 -5.133
C -0.951 0.516 -6.193
C -0.066 4.984 3.634
C -0.126 -2.936 1.343
C 2.483 0.843 -3.344
C -0.752 4.262 2.671
H -0.480 2.532 -6.774
H -0.380 -6.288 0.898
H 5.577 -2.184 -0.913
H 3.805 3.852 0.337
H -6.171 4.751 0.261
H -5.320 -4.183 -3.433
H 4.966 -4.747 -4.158
H -0.198 6.055 3.690
H -1.385 -2.460 3.898
H 3.325 3.842 -4.654
H -2.432 -1.547 5.932
H -3.264 1.957 -1.308
H 0.498 1.197 3.344
H -6.361 2.645 1.532
H -3.223 0.790 5.971
H 7.609 2.075 -0.288
H 2.366 -3.057 -1.234
H 0.508 -1.091 4.828
H 1.701 -0.806 -4.474
H -5.258 1.076 -5.722
H -1.049 0.158 -7.206
H -1.682 -4.212 0.635
H 1.308 4.912 5.274
H 5.735 0.053 -1.665
H -1.498 -1.352 -5.366
H 3.365 -5.015 -2.287
H 1.923 -6.188 1.782
H 4.858 -3.218 5.713
H 5.528 1.681 2.256
H -4.659 3.678 -2.386
H -5.858 -2.168 2.056
H 4.341 -2.367 3.464
H 1.672 2.473 5.073
H 2.909 -4.025 2.402
H -4.348 1.345 2.078
H 1.030 -1.923 7.087
H 1.911 0.336 -6.643
H -5.171 -0.102 -1.594
H 4.544 -0.509 -3.892
H 6.874 0.011 0.585
H -1.424 4.779 2.003
H -4.700 -2.093 -2.394
H 2.784 2.646 -6.743
H -3.638 -5.546 -4.639
H 6.146 4.028 -0.461
H 3.876 -2.902 0.646
H 5.593 -2.474 -4.893
H -5.621 3.261 -4.627
H 3.575 0.618 2.880
H 3.162 2.692 -2.493
H 3.199 -3.020 7.528
H -2.868 2.239 4.011
H -1.313 -4.710 -4.792
H -3.442 -2.457 2.340
H -6.707 -0.877 0.112
H -0.680 -2.613 -3.759
H -3.963 5.504 -0.549
H -3.826 -0.610 -4.663
H -1.947 4.149 -0.073

***

279
Properties=species:S:1:pos:R:3 method="wB97M-V/def2-TZVPD" e_homo_ev=-18.0 lumo_ha=-0.39717 total_charge=+6
As 0.695 1.376 -6.548
As 2.626 -1.286 3.696
Cl 5.672 1.786 -0.292
F 3.703 -2.534 3.088
F 2.049 -2.311 4.936
F 1.323 -1.897 2.596
F 0.422 3.073 -6.497
F -0.839 1.141 -7.447
F 1.475 1.520 -8.152
F 0.849 -0.406 -6.487
F 3.813 -0.472 4.745
F -0.255 1.158 -5.028
F 1.447 0.030 4.240
F 2.200 1.566 -5.646
F 3.104 -0.102 2.376
N 1.641 1.834 -0.452
N -0.505 1.975 7.120
N -3.679 6.150 1.570
N -0.412 -5.857 2.355
N -4.274 1.827 -6.164
N 1.746 -4.732 -4.683
N -5.367 -3.745 -2.285
N 7.490 -1.983 -0.229
N 5.809 4.660 2.428
C 1.712 -5.037 -3.153
C 3.082 6.632 0.218
C 2.802 -7.047 -4.981
C -1.760 -7.252 0.681
C 4.656 5.270 4.642
C -6.838 -4.086 -2.078
C -1.381 4.255 6.548
C 0.345 1.387 0.027
C 6.183 -1.457 -0.711
C -0.615 2.355 8.563
C 7.913 0.608 2.699
C -5.063 -3.710 -3.713
C 2.169 2.807 0.485
C -1.520 4.641 7.972
C 5.796 5.525 3.650
C 4.534 5.046 1.664
C -1.481 -4.822 2.456
C 2.966 -3.931 -4.811
C 4.632 2.911 3.785
C 2.563 -7.442 -3.501
C -3.784 1.301 -3.246
C 2.701 -6.110 -2.724
C -2.962 0.607 -4.314
C -4.890 -0.800 0.232
C -0.486 -2.006 7.083
C -0.524 3.848 8.870
C -3.406 4.805 1.931
C -5.455 7.959 1.427
C -1.509 2.783 6.332
C -4.223 -0.232 -7.762
C -0.891 0.526 7.021
C -6.920 -5.267 -4.266
C 7.163 -3.437 -0.090
C -3.103 8.536 2.062
C -1.579 6.390 -1.753
C 0.835 2.115 6.600
C 0.867 -5.212 2.513
C -7.231 -5.403 -2.823
C 0.069 -0.576 7.545
C 2.637 1.774 -2.630
C -5.315 -2.133 -0.229
C 5.801 3.262 2.881
C -5.136 1.719 -3.731
C -5.193 6.517 1.661
C 7.009 4.791 1.660
C 2.562 0.659 -0.615
C 7.816 -1.444 1.121
C -2.826 7.100 2.363
C -2.959 1.450 -5.611
C 8.076 0.134 1.270
C -4.591 8.883 2.296
C -4.474 -4.697 -1.573
C -1.430 -3.840 3.597
C -1.885 -8.304 1.757
C -1.768 6.208 -0.224
C 0.207 -3.629 -6.419
C 1.481 2.390 -1.879
C 4.507 3.783 5.014
C -0.525 -6.455 0.959
C 0.405 -3.994 -4.955
C 2.607 0.370 -2.097
C 0.225 0.629 1.339
C -1.980 -7.689 3.175
C -5.114 -2.341 -1.764
C 4.408 6.351 0.919
C -1.049 -2.828 -6.651
C -5.107 2.482 -5.094
C 5.775 -3.579 0.444
C -5.439 -5.002 -4.476
C -1.199 0.112 1.358
C 1.840 -5.968 -5.475
C 8.576 -1.776 -1.206
C -4.169 2.679 -7.312
C -2.739 -2.971 3.686
C -0.708 -6.878 3.431
C -4.964 0.567 -6.677
C -3.263 6.321 0.102
C 5.162 -2.111 0.210
C -4.647 -1.724 -7.817
H 2.905 5.950 -0.580
H -7.366 -3.250 -2.569
H 0.875 -4.284 1.915
H -7.524 -4.475 -4.671
H 4.194 -2.223 -0.303
H -3.165 2.199 -2.936
H 5.141 6.408 0.133
H -4.150 -2.182 -8.664
H -1.485 -0.239 2.392
H -5.755 -1.682 -2.317
H -5.712 -1.969 -7.964
H 3.192 7.669 -0.126
H 8.532 -0.742 -1.543
H 7.218 -3.901 -1.076
H 3.557 2.274 -2.418
H -1.479 -4.274 1.487
H 1.352 3.566 0.641
H 3.006 3.293 -0.005
H -5.177 -4.847 -5.541
H 2.922 -3.052 -4.151
H 8.187 1.702 2.636
H 1.104 3.138 6.330
H -3.131 -0.236 -7.667
H 7.322 5.846 1.471
H 4.663 7.248 1.451
H 5.803 6.600 3.438
H 1.703 -5.885 2.380
H 2.265 -0.150 0.029
H 1.557 3.467 -1.810
H -1.019 -8.977 1.743
H -6.119 2.595 -5.449
H 0.338 -3.101 -4.341
H -2.670 -2.332 4.564
H -4.772 -2.951 0.271
H -4.424 0.288 -8.696
H -4.696 9.885 1.903
H 2.428 1.751 -3.666
H 3.712 5.728 4.306
H -4.284 -2.235 -6.928
H 6.739 3.030 3.398
H -1.043 -1.846 -6.148
H -2.512 4.419 8.367
H -1.988 -8.485 3.925
H 0.231 -4.477 -7.083
H -3.037 -2.342 2.835
H -5.597 2.437 -3.045
H -1.275 5.298 0.074
H -3.959 4.014 1.463
H -1.257 -2.642 -7.682
H -5.647 5.910 0.888
H 3.684 2.751 3.272
H -1.576 -7.683 -0.330
H -3.903 0.691 -2.328
H -3.770 -4.087 -1.025
H 0.948 -2.882 -6.712
H -4.085 -2.159 -2.007
H -1.943 -3.366 -6.305
H -4.017 -3.454 -3.805
H -5.003 -5.266 -0.848
H -2.860 8.830 1.029
H 6.884 4.268 0.678
H 0.933 1.462 5.734
H -3.418 4.631 3.018
H 0.166 1.789 9.086
H 8.494 -2.421 -2.087
H -2.471 9.157 2.667
H -3.336 2.345 -7.946
H -1.789 6.746 2.302
H 8.641 0.135 3.364
H -1.866 7.417 -2.027
H -6.353 -2.191 0.005
H -2.745 -8.928 1.561
H 1.071 -4.932 3.560
H -5.962 0.866 -6.992
H -0.570 6.357 -2.190
H 9.523 -2.005 -0.709
H 6.092 -1.732 -1.741
H -1.166 6.987 0.256
H -3.877 5.577 -0.431
H -5.476 6.216 2.659
H -8.292 -5.526 -2.615
H 6.694 5.412 4.264
H -7.246 -6.119 -4.854
H 3.157 -3.631 -5.820
H 1.583 -7.880 -3.272
H -6.543 8.063 1.689
H 5.260 -4.394 -0.075
H -4.002 -5.299 -2.332
H -1.979 0.796 1.056
H 0.168 -2.719 7.530
H -7.076 -4.095 -1.012
H 3.727 -5.744 -2.795
H 7.887 -3.996 0.472
H 0.845 -6.381 -5.562
H -5.387 -0.021 -0.359
H -1.934 0.479 -3.969
H 0.454 1.265 2.179
H -3.061 6.867 3.395
H -0.544 -3.203 3.492
H -1.590 2.005 8.895
H -2.350 4.698 1.760
H 2.584 -7.899 -5.649
H 5.774 -3.726 1.543
H -0.818 -6.186 4.273
H -0.093 0.805 -0.795
H 1.757 -0.217 -2.471
H -1.304 2.525 5.265
H 8.683 -2.009 1.496
H -2.428 -5.357 2.427
H -0.374 -4.687 -4.672
H -3.594 7.301 -0.242
H -3.608 -3.586 3.975
H -1.353 5.701 8.135
H -0.258 2.294 0.069
H -5.229 -0.022 -5.806
H -1.522 -2.018 7.406
H 0.518 2.059 -2.210
H 5.339 3.530 5.663
H -4.624 3.461 -5.020
H -2.874 -7.138 3.369
H -0.451 4.673 6.124
H -1.051 0.415 5.930
H 0.690 -5.327 -2.859
H 7.393 0.699 0.672
H 1.537 1.828 7.366
H 3.577 3.597 5.574
H 6.165 -0.373 -0.649
H -3.273 -0.426 -4.465
H 6.924 0.436 3.103
H 0.903 -0.178 1.295
H -2.183 5.813 -2.425
H -2.110 4.726 5.895
H 2.234 6.514 0.914
H -5.800 0.839 -3.766
H 1.047 -0.517 7.080
H -1.868 0.399 7.481
H 4.428 4.213 0.881
H -2.383 2.355 -5.369
H 7.861 4.223 2.068
H -4.014 3.731 -7.174
H -0.375 -5.616 0.252
H 3.573 0.979 -0.278
H 3.836 -4.470 -4.491
H 2.598 2.267 1.327
H 0.162 -7.527 3.571
H 2.616 -6.228 -1.634
H -0.797 3.918 9.915
H -5.353 8.206 0.384
H 6.964 -1.717 1.758
H 5.755 2.564 2.037
H -2.491 2.387 6.570
H 4.929 5.823 5.549
H -5.145 -0.660 1.298
H 0.197 -0.739 8.607
H 3.859 -6.772 -5.102
H 1.825 -4.097 -2.589
H -1.317 -0.840 0.825
H -2.464 0.958 -6.424
H 0.508 4.251 8.878
H 2.081 -5.683 -6.518
H -5.089 2.599 -7.928
H -3.811 -0.642 0.256
H -4.860 -5.840 -4.096
H 3.483 -0.246 -2.395
H 4.875 -1.541 1.100
H 3.351 -8.135 -3.297
H -1.265 -4.327 4.543
H 4.778 1.855 4.074
H -0.488 -2.066 5.999
H 3.775 4.939 2.455
H -4.745 8.902 3.394
H 9.128 0.288 1.036
H -5.637 -2.889 -4.169
H -2.687 -6.672 0.655
H -6.746 -6.293 -2.407
H 0.339 -7.109 0.855

***

17
Properties=species:S:1:pos:R:3 method="wB97M-V/def2-TZVPD" relative_energy_ev=3.300 e_homo_ev=-8.5 lumo_ha=0.04070 total_charge=0
C -0.060 1.346 0.229
C 2.125 0.030 -0.166
C -0.255 -0.639 -1.080
C -1.376 1.121 0.098
C 0.605 0.035 -0.019
C -1.471 -0.355 -0.199
C -0.773 -0.848 1.085
H -1.105 -1.861 1.407
H -0.241 -0.191 -2.084
H 2.626 0.767 0.475
H 2.405 0.290 -1.203
H -2.437 -0.772 -0.489
H 2.560 -0.951 0.031
H -2.212 1.719 0.439
H -0.811 -0.198 1.955
H 0.435 2.212 0.659
H -0.015 -1.707 -1.140

***

17
Properties=species:S:1:pos:R:3 method="wB97M-V/def2-TZVPD" relative_energy_ev=2.692 smiles="C=CC(=C)/C=C/C" e_homo_ev=-8.2 lumo_ha=0.01032 total_charge=0
C -0.131 3.045 -0.449
C 0.228 1.599 -0.549
C -0.455 0.566 -0.054
C -0.001 -0.832 -0.111
C -0.626 -1.680 0.936
C 0.880 -1.290 -1.005
C -0.165 -2.889 1.306
H 0.413 3.526 0.363
H -1.184 3.093 -0.162
H -0.097 -3.215 2.337
H -1.586 -1.339 1.318
H 1.334 -2.267 -0.982
H -1.365 0.817 0.487
H 0.383 -3.484 0.579
H -0.027 3.560 -1.399
H 1.154 -0.566 -1.762
H 1.246 1.356 -0.855